# 1
Formula: C9H22FNO5S2
Source: OMol25
Level of theory: the ωB97M-V functional and the def2-TZVPD basis

```
40
Properties=species:S:1:pos:R:3
O -0.0809 -5.3585 5.1628
S -0.3554 -5.6858 3.7524
O 0.4467 -6.7682 3.1649
F -1.9380 -6.1433 3.6858
N -0.3011 -4.2871 2.8095
C 1.0304 -4.0376 2.2217
C 0.8399 -2.8702 1.1525
C -0.4420 -3.1795 0.2669
S -1.9190 -2.1630 0.7208
H -0.6975 -3.4767 3.2835
H 1.4778 -4.9533 1.7718
H 1.7863 -3.6534 2.9637
H 0.6027 -1.9529 1.7544
H 1.7565 -2.7103 0.5401
H -0.1888 -2.9572 -0.8043
H -0.7275 -4.2644 0.2822
H -1.5373 -1.1683 1.5995
C 2.7042 3.4251 -0.1727
O 1.7595 3.2812 -1.2130
C 1.8225 2.0033 -1.8341
C 0.4535 1.5883 -2.3497
O -0.4324 1.1324 -1.3298
C -0.9496 2.1231 -0.4449
C -1.9753 3.0437 -1.0867
O -1.3382 4.0120 -1.9088
C -2.1335 4.3943 -3.0136
H 3.7233 3.4038 -0.5740
H 2.5287 4.3863 0.3104
H 2.5794 2.6368 0.5773
H 2.1874 1.2464 -1.1313
H 2.5226 2.0782 -2.6750
H 0.5939 0.7281 -3.0099
H -0.0081 2.3725 -2.9502
H -0.1449 2.6831 0.0328
H -1.4552 1.5624 0.3463
H -2.5216 3.5832 -0.3037
H -2.6837 2.4433 -1.6677
H -2.4081 3.5197 -3.6132
H -1.5434 5.0641 -3.6389
H -3.0338 4.9182 -2.6777
```

The SMILES is O=S(=O)(F)NCCCS.COCCOCCOC. The calculation puts the energy above the lowest of the compared OMol25 structures with the same formula, charge and spin at 0.000 eV. As for the calculated total energy: -45802.174 eV.


# 2
Formula: C9H22N2Si
Source: OMol25
Level of theory: the ωB97M-V functional and the def2-TZVPD basis

```
34
Properties=species:S:1:pos:R:3
C -1.1717 2.4904 1.0607
C -0.0232 1.4836 1.1240
C 1.2899 2.2426 0.7197
Si -0.1302 0.0191 -0.2161
N -1.7986 -0.2551 -0.5876
C -2.7210 -1.0600 0.1477
C -2.2699 -0.0665 -1.9526
N 0.3921 -1.4083 0.6652
C 1.7793 -1.3284 1.1056
C -0.1354 -2.7786 0.2563
H -2.0671 1.9280 1.5853
H -0.8993 3.2723 1.7123
H -1.4761 2.6207 -0.0019
H 0.1220 1.0536 2.1527
H 1.1564 2.8471 -0.1430
H 2.0695 1.4802 0.4334
H 1.5948 2.8290 1.6261
H 0.7369 0.4638 -1.3856
H -3.5833 -0.3511 0.2863
H -2.9891 -1.8681 -0.4392
H -2.4613 -1.5095 1.1149
H -3.3774 0.1718 -1.9507
H -1.6295 0.6986 -2.4055
H -2.1143 -0.9898 -2.5671
H 2.4201 -1.6368 0.2485
H 1.9528 -0.2764 1.3215
H 1.9867 -1.9583 1.9254
H 0.4862 -3.6004 0.7443
H -1.1675 -2.9429 0.7037
H -0.1363 -2.9481 -0.7787
C 4.5359 -0.4902 -1.7716
C 4.6401 0.5793 -1.2179
H 4.2504 -1.2043 -2.4895
H 5.0451 1.2568 -0.5289
```

The SMILES is CC(C)[SiH](N(C)C)N(C)C.C#C. The calculation puts the energy above the lowest of the compared OMol25 structures with the same formula, charge and spin at 4.144 eV. As for the calculated total energy: -20544.414 eV.


# 3
Formula: C9H22N2Si
Source: OMol25
Level of theory: the ωB97M-V functional and the def2-TZVPD basis

```
34
Properties=species:S:1:pos:R:3
C -1.1933 2.6974 -1.8667
C -0.0442 1.7626 -1.8771
Si 0.8697 0.9121 -0.6278
C 1.0615 1.4570 1.1331
C -0.2765 2.0434 1.6613
C -0.1192 2.7894 2.9550
N 1.5913 -0.5495 -1.1533
C 1.1931 -1.2945 -2.3329
C 1.4629 -2.8317 -2.2544
H -1.1192 3.4086 -0.9897
H -2.1389 1.9557 -1.7480
H -1.4619 3.2104 -2.7831
H 0.0939 1.2341 -2.7987
H 1.3557 0.6335 1.8103
H 1.7559 2.3398 1.0529
H -0.9844 1.1856 1.6708
H -0.4770 2.8183 0.9660
H 0.7562 3.3931 2.9745
H -1.1371 3.4067 2.9849
H 0.1363 2.2220 3.9135
H 2.5228 -0.8647 -0.9036
H 1.6899 -0.9808 -3.2508
H 0.0904 -1.1262 -2.5697
H 0.8858 -3.3116 -1.4884
H 0.9957 -3.3583 -3.1704
H 2.4918 -2.9622 -2.1079
H -1.1722 -0.2735 0.5758
N -0.7359 -1.1468 1.0998
C -1.5446 -2.1061 1.0554
C -1.1025 -3.3306 1.7585
H -2.6180 -2.2845 0.6594
H -0.0761 -3.2160 2.0045
H -1.7613 -3.6717 2.5709
H -0.9906 -4.1608 1.0762
```

The SMILES is C/C=[Si](\CCC)NCC.[H]/N=C/C. The calculation puts the energy above the lowest of the compared OMol25 structures with the same formula, charge and spin at 4.164 eV. As for the calculated total energy: -20544.393 eV.


# 4
Formula: C9H22N2Si
Source: OMol25
Level of theory: the ωB97M-V functional and the def2-TZVPD basis

```
34
Properties=species:S:1:pos:R:3
C 1.2755 -2.5106 -0.1426
C 1.1027 -2.0723 1.0640
C 1.0670 -3.9761 -0.5773
C 1.1150 2.5100 -1.1819
C 3.4761 2.5891 -0.2452
C -3.2701 -0.7421 1.4042
C -3.7972 0.3640 -0.7827
C 2.0142 2.1195 0.0533
C -2.8438 0.3286 0.4074
N 2.0558 0.7218 0.1676
N -1.4571 0.4508 -0.0082
Si 1.1540 -0.2576 1.3449
H 1.6038 -1.8240 -0.9012
H 0.7209 -2.7298 1.8236
H 1.8983 -4.4246 -1.0217
H 0.1468 -4.0983 -1.3304
H 0.7903 -4.4556 0.3506
H 0.1545 1.9839 -0.9632
H 1.0180 3.6038 -1.1077
H 1.5576 2.2208 -2.2385
H 4.0085 2.1828 0.5896
H 3.6200 3.6493 -0.2714
H 3.7883 2.2497 -1.2558
H -4.3050 -1.1990 1.2792
H -2.4807 -1.5037 1.2679
H -2.9561 -0.4221 2.4076
H -3.7932 -0.5528 -1.4096
H -3.5490 1.1406 -1.4606
H -4.8304 0.7083 -0.5709
H 1.5292 2.6169 0.8514
H -3.0397 1.1387 1.0424
H 2.3246 0.1997 -0.7171
H -1.2455 -0.1645 -0.7195
H 1.1468 0.1548 2.8518
```

The calculation puts the energy above the lowest of the compared OMol25 structures with the same formula, charge and spin at 5.547 eV. As for the calculated total energy: -20543.011 eV.


# 5
Formula: C9H22N3O4Y
Source: OMol25
Level of theory: the ωB97M-V functional and the def2-TZVPD basis

```
39
Properties=species:S:1:pos:R:3
Y -2.8951 -1.3669 0.5733
O -1.0752 -0.5565 -0.3278
H -0.1462 -0.2770 -0.2125
C 2.0708 1.0079 3.1590
O 1.8911 0.6446 4.3141
N 2.1361 0.1837 2.1210
C 2.2577 0.6059 0.7172
C 1.8156 -1.2090 2.3522
H 2.2520 2.0515 2.8585
H 1.2875 0.4475 0.2462
H 3.0236 0.0588 0.1673
H 2.6074 1.6315 0.5987
H 2.0337 -1.6034 3.3447
H 0.7515 -1.3096 2.1386
H 2.2612 -1.8445 1.5869
C -4.1726 1.9904 0.6363
O -3.8793 0.8019 0.5204
N -3.2632 3.0156 0.6339
C -3.7902 4.3979 0.5705
C -1.7928 2.9098 0.4489
H -5.2059 2.3392 0.7873
H -3.3970 4.8670 1.4724
H -4.8705 4.5057 0.4741
H -3.4761 4.9425 -0.3200
H -1.2267 3.6313 1.0381
H -1.4726 1.9014 0.7111
H -1.6620 3.0986 -0.6166
C 2.1537 -3.7682 -3.6874
O 3.0928 -3.2365 -4.3358
N 1.5685 -3.1520 -2.7024
C 1.8671 -1.7300 -2.2985
C 0.6121 -3.8634 -1.8508
H 1.8056 -4.7874 -3.9160
H 0.9272 -1.2019 -2.1381
H 2.5082 -1.2142 -3.0134
H 2.4136 -1.7176 -1.3555
H 1.0334 -4.2798 -0.9358
H -0.1566 -3.1613 -1.5279
H 0.1118 -4.7535 -2.2323
```

Its total charge is +2. The calculation puts the energy above the lowest of the compared OMol25 structures with the same formula, charge and spin at 1.501 eV. As for the calculated total energy: -23375.044 eV.


# 6
Formula: C9H22N4O7Ru
Source: OMol25
Level of theory: the ωB97M-V functional and the def2-TZVPD basis

```
43
Properties=species:S:1:pos:R:3
O -0.1601 0.4436 -4.8192
H -0.7137 0.0168 -5.4812
Ru -0.1191 0.0712 0.3590
N 0.1815 1.5955 1.5370
N 1.2610 0.9735 -0.6858
N -1.1244 -0.9923 1.6795
N -0.2724 -1.5819 -0.6905
O -0.5264 1.9528 2.6915
O -1.5912 -0.6252 2.9565
O 0.2803 -1.8897 -1.9503
O 2.0471 0.4016 -1.6947
C 1.8079 2.1324 -0.0586
C 1.2270 2.4707 1.1165
C -1.3678 -2.1975 1.3115
C -0.8077 -2.5617 -0.0609
C 1.5781 3.6531 2.0146
H 1.8409 3.2943 3.0101
H 0.7191 4.3177 2.1098
H 2.4156 4.2419 1.6487
C 2.9539 2.8547 -0.7614
H 2.6628 3.0998 -1.7834
H 3.8284 2.2050 -0.8067
H 3.2508 3.7797 -0.2734
C -2.1114 -3.2611 2.1271
C -0.9402 -4.0031 -0.5662
H -2.7880 -2.8178 2.8577
H -1.4058 -3.8879 2.6717
H -2.7258 -3.9028 1.4965
H -0.1841 -4.2468 -1.3122
H -1.9161 -4.1604 -1.0245
H -0.8143 -4.7296 0.2361
H -1.2916 0.2914 3.0469
H 0.4433 -1.0043 -2.3297
C -0.9577 0.8276 -3.7641
H -0.5314 1.6004 -3.1403
H -1.4461 0.0003 -3.2692
H -1.8001 1.3528 -4.2152
O -2.1780 1.1864 0.2155
H -2.0758 0.2500 0.5727
H -1.4123 1.6970 0.6132
O 1.5804 -0.8292 1.0860
H 1.8551 -0.3055 1.8799
H 1.3280 -1.7132 1.4508
```

Its total charge is +1. The multiplicity is 6. The calculation puts the energy above the lowest of the compared OMol25 structures with the same formula, charge and spin at 0.000 eV. As for the calculated total energy: -32546.751 eV.